(1)
Entry from OMol25: a structure of composition C7H12NO5S at a distorted geometry (wB97M-V/def2-TZVPD).

The geometry in XYZ format:
```
26
Properties=species:S:1:pos:R:3:forces:R:3
C -0.638747 1.308058 2.115000 0.04 -0.25 0.16
C -0.703225 0.012855 1.822282 0.53 0.23 0.83
C -1.420754 -1.822521 0.196949 -0.03 0.06 0.43
C 1.709833 -1.268741 -0.043812 0.12 -0.17 0.01
C 1.600800 1.121149 -0.140496 0.07 0.25 0.00
C 0.671033 -0.197673 -1.911316 0.04 -0.01 -0.44
C -1.041619 -0.446237 0.497563 -1.04 1.29 -1.08
N 0.950105 -0.118346 -0.494262 0.10 -0.28 0.28
O -0.966355 -2.784702 -0.361581 0.22 -0.67 -0.37
O -2.350798 0.012363 -1.749367 0.07 -0.19 0.12
O -2.477928 -1.534913 0.835166 -0.35 -0.70 0.19
O -3.148814 1.145805 0.275454 0.16 -0.13 0.02
O -1.130650 1.896867 -0.819462 -0.01 -0.12 0.12
S -2.028493 0.768924 -0.558046 -0.33 0.50 -0.28
H -0.386917 1.654497 3.104840 0.01 -0.05 0.20
H -0.848167 2.039342 1.354536 0.03 0.23 -0.05
H -0.536031 -0.745127 2.583867 0.04 0.02 -0.09
H 1.164129 -2.175501 -0.293086 0.01 -0.02 0.01
H 2.706633 -1.310256 -0.513212 -0.02 0.09 0.01
H 1.839636 -1.222963 1.038303 0.02 0.03 0.05
H 0.936092 1.932782 -0.426799 0.15 0.08 0.02
H 1.758731 1.153209 0.937898 0.05 0.01 -0.02
H 2.574565 1.232981 -0.645735 -0.02 -0.09 -0.01
H 0.082478 0.669234 -2.193851 0.11 -0.02 -0.15
H 1.603859 -0.233938 -2.497953 0.03 0.00 0.04
H 0.080599 -1.087159 -2.112877 0.01 -0.08 -0.03
```
Forces are in eV/Å.

## Properties
* lowest unoccupied orbital energy: 0.121 Eh
* net charge: -1
* F_max: 2.0 eV Å⁻¹
* frontier orbital gap: 0.325 hartree

Löwdin population analysis, charges in e, atoms 1 to 5:
1. C 0.038
2. C -0.148
3. C -0.674
4. C -0.088
5. C -0.102

(2)
Entry from OMol25: the ion C7H12NO5S2 with charge +1 at a distorted geometry (wB97M-V/def2-TZVPD).

The geometry in XYZ format:
```
27
Properties=species:S:1:pos:R:3:forces:R:3
C -3.810141 -0.928952 -1.589203 -0.60 -1.84 -0.91
C -3.292776 0.155802 -1.062823 0.06 1.01 -0.30
S -2.481168 0.251084 0.459545 -1.70 -2.29 0.40
O -2.440711 -1.016167 1.083142 -0.15 -0.81 0.32
O -2.915913 1.362156 1.191274 0.61 1.39 -0.11
O -0.870885 0.386999 -0.027447 0.82 1.84 -0.52
S 0.220391 -0.640001 0.350779 1.27 -0.99 1.14
O -0.011673 -1.906885 -0.230048 0.34 -0.32 -0.67
C 0.170407 -0.809854 2.184539 -1.53 5.16 -1.22
C 0.528233 -1.922546 2.652674 1.88 -3.34 -1.68
N 1.675213 0.063385 -0.302283 -3.78 -0.44 3.90
C 1.930841 -0.188669 -1.634423 -0.28 -0.48 -3.92
C 1.906575 1.240710 0.411971 4.30 1.73 -0.95
C 2.859732 2.276320 -0.359759 2.09 -1.92 3.79
O 1.661747 1.315534 1.578476 -1.10 0.30 0.22
H -4.416706 -0.835207 -2.493215 0.19 0.42 0.19
H -3.756842 -2.004698 -1.337141 0.43 0.97 0.69
H -3.496447 1.117243 -1.513403 0.11 0.17 0.12
H -0.192073 0.117014 2.672156 0.21 -0.80 -0.45
H 0.497344 -2.268727 3.636593 -0.09 -0.19 1.41
H 0.963344 -2.550445 1.859280 -0.26 -0.56 0.89
H 1.445478 0.546424 -2.324753 -0.07 -0.54 0.49
H 3.000421 0.032576 -1.796830 -0.32 -1.10 -0.08
H 1.507925 -1.234256 -1.909764 1.41 1.66 0.37
H 2.332531 2.583787 -1.171863 -1.25 1.36 -2.51
H 3.851470 1.746786 -0.712319 -2.02 0.93 0.78
H 3.133685 3.110586 0.384834 -0.59 -1.33 -1.36
```
Forces are in eV/Å.

## Properties
* lowest unoccupied orbital energy: -0.145 Eh
* SMILES: C=CS(=O)(=O)O[S@](=O)(C=C)=[N+](C)C(C)=O
* net charge: +1
* F_max: 5.5 eV Å⁻¹
* frontier orbital gap: 0.379 hartree

Löwdin population analysis, charges in e, atoms 1 to 5:
1. C 0.071
2. C -0.218
3. S 0.641
4. O -0.244
5. O -0.170

(3)
Entry from OMol25: the ion C7H12NOS with charge +1 at a distorted geometry (wB97M-V/def2-TZVPD).

The geometry in XYZ format:
```
22
Properties=species:S:1:pos:R:3:forces:R:3
C -1.304721 1.299316 -0.904617 0.53 0.25 0.19
C -1.861318 0.038854 -0.621730 -0.96 -0.33 -0.59
C 1.184102 0.704071 0.039398 -1.30 -0.63 -0.03
C -3.154717 -0.253231 -1.352491 -0.01 -0.19 0.10
C 3.351690 1.531329 0.782156 -0.14 -0.13 -0.09
C -1.567915 -2.169720 0.352209 -0.54 -0.87 -0.35
C 2.297620 0.399111 0.900422 0.72 0.21 0.50
N -1.308856 -0.808191 0.155800 2.25 1.59 0.70
O 2.813962 -0.859756 0.577458 -0.06 -0.23 -0.26
S 0.229427 1.892986 -0.433818 -0.01 -0.09 0.21
H -1.886342 2.070671 -1.378893 -0.02 0.14 -0.17
H -3.844141 -0.759637 -0.680310 -0.08 -0.01 -0.06
H -3.619709 0.649107 -1.733393 -0.06 0.04 -0.04
H -2.934344 -0.914928 -2.190245 -0.08 -0.02 -0.06
H 4.175425 1.312635 1.458005 0.01 -0.02 0.05
H 2.921371 2.488697 1.054126 -0.01 0.16 0.09
H 3.727043 1.576590 -0.236187 0.06 -0.01 -0.06
H -0.607002 -2.688258 0.400038 -0.06 0.00 0.05
H -2.041082 -2.300968 1.330070 0.00 -0.03 -0.03
H -2.179907 -2.628276 -0.431455 -0.04 -0.04 0.12
H 1.920971 0.392166 1.945846 -0.16 0.16 -0.31
H 3.688443 -0.972569 0.967612 -0.03 0.07 0.04
```
Forces are in eV/Å.

## Properties
* lowest unoccupied orbital energy (alpha / beta): -0.234 / -0.217 Eh
* net charge: +1
* F_max: 2.8 eV Å⁻¹
* frontier orbital gap (alpha / beta): 0.249 / 0.263 hartree

Löwdin population analysis, charges in e, atoms 1 to 5:
1. C -0.285
2. C -0.411
3. C -0.179
4. C -0.006
5. C -0.011